1.
Molecular formula: C5H9NO
Method: DFT, ωB97M-V with the def2-TZVPD basis set

Last column: natural (NBO) charge in e.
Cartesian coordinates (Å):
C (-1.6018, 1.1663, 1.4326)  -0.7201
C (-1.4677, -0.1604, 0.7189)  0.5847
O (-2.2798, -1.0448, 0.9025)  -0.5438
C (-0.3278, -0.5221, -0.2207)  -0.1910
C (0.9882, -0.6220, 0.4654)  -0.2349
N (0.8066, 0.3208, -0.6215)  -0.3923
C (1.5498, -0.0946, -1.8320)  -0.4204
H (-2.4914, 1.1281, 2.0704)  0.2392
H (-0.7443, 1.4713, 2.0436)  0.2339
H (-1.7390, 1.9202, 0.6547)  0.2389
H (-0.6770, -1.2948, -0.9019)  0.2200
H (1.6223, -1.4904, 0.3003)  0.1998
H (1.0389, -0.1935, 1.4636)  0.1990
H (2.4652, 0.5058, -1.9003)  0.2096
H (0.9891, 0.0622, -2.7587)  0.2040
H (1.8686, -1.1522, -1.8170)  0.1734

Forces on atoms 1 to 3 (eV/Å):
C -0.0281 0.0494 -0.1365
C -0.1851 -0.1597 -0.1078
O 0.2074 0.3459 -0.0838

The calculation puts the relative energy (zero: lowest compared OMol25 entry of this formula, charge and spin) at 53.2 kcal per mole. The SMILES is CC(=O)[C@@H]1CN1C. The calculated total energy is -325.85280 Ha. As for the charge: 0. The HOMO energy comes out at -9.325 eV. The value obtained for the HOMO-LUMO gap is 10.33 eV.

=====

2.
Molecular formula: C3H11NO2
Method: DFT, ωB97M-V with the def2-TZVPD basis set

Last column: natural (NBO) charge in e.
Cartesian coordinates (Å):
C (-1.1258, 0.8841, 1.2055)  -0.0659
N (-0.0405, 0.7758, 0.5745)  -0.3905
C (1.0069, -0.0670, 1.1598)  -0.2570
C (1.0439, -1.4595, 0.5777)  -0.6237
H (-1.2073, 0.5934, 2.2653)  0.1320
H (-1.9569, 1.4817, 0.8470)  0.1783
H (0.8911, -0.1021, 2.2512)  0.1759
H (1.9180, 0.4917, 0.8993)  0.1985
H (1.9297, -2.0115, 0.8833)  0.2199
H (0.9039, -1.7157, -0.4746)  0.2282
H (0.1733, -1.9923, 0.9901)  0.2035
O (1.0146, 3.4792, 1.9486)  -0.9223
H (1.1524, 2.5995, 1.5615)  0.4655
H (0.2017, 3.2649, 2.4294)  0.4576
O (-2.0652, -2.2128, -6.1304)  -0.9154
H (-1.9382, -1.3523, -5.6993)  0.4583
H (-1.9018, -2.6571, -5.2890)  0.4570

Forces on atoms 1 to 3 (eV/Å):
C 0.5066 0.7403 1.0052
N -0.7227 -0.9291 -0.5909
C 0.4013 1.4457 -0.7844

The calculation puts the relative energy (zero: lowest compared OMol25 entry of this formula, charge and spin) at 33.7 kcal per mole. The SMILES is C=NCC.O.O. The calculated total energy is -326.07783 Ha. As for the charge: 0. The HOMO energy comes out at -10.143 eV. The value obtained for the HOMO-LUMO gap is 10.80 eV.

=====

3.
Molecular formula: C4H2BiO6
Method: DFT, ωB97M-V with the def2-TZVPD basis set

Last column: natural (NBO) charge in e.
Cartesian coordinates (Å):
O (-1.7680, 1.1712, 1.2614)  -0.6660
C (-0.6580, 1.1516, 0.7046)  0.9998
O (0.2181, 2.0210, 0.8794)  -0.6978
O (-0.4326, 0.0914, -0.1510)  -0.3986
Bi (-1.1408, 2.9307, 2.2385)  2.5126
H (1.5752, 0.1050, 0.3235)  0.2597
O (2.7430, -2.2250, -1.7094)  -0.2948
O (0.6737, -2.5389, -1.1294)  -0.2725
O (1.3190, -0.5284, -1.7999)  -0.4436
C (0.8000, -0.4267, -0.2526)  0.2826
C (0.8111, -1.9270, -0.0214)  0.4737
C (1.6647, -1.7535, -1.9739)  0.9676
H (0.5484, -2.4013, 0.9314)  0.2773

Forces on atoms 1 to 3 (eV/Å):
O -1.7129 0.4282 0.9043
C 1.5476 -4.9775 -4.4337
O 1.0406 1.4375 0.6834

The calculated total energy is -818.16624 Ha. As for the charge: +3. The HOMO energy (alpha / beta) comes out at -22.862 / -22.861 eV. The value obtained for the HOMO-LUMO gap (alpha / beta) is 5.14 / 5.14 eV.

=====

4.
Molecular formula: C56H44N4PS4Ti
Method: DFT, ωB97M-V with the def2-TZVPD basis set

Last column: Mulliken spin population.
Cartesian coordinates (Å):
Ti (-0.0126, 0.1281, 0.2326)  1.0327
S (-0.8322, 1.9498, -1.3179)  0.0560
C (-1.9440, 2.9573, -0.4874)  0.2165
N (-2.4844, 4.0292, -1.1250)  0.1687
C (-3.5685, 4.7298, -0.4834)  0.0059
C (-3.2545, 4.8359, 1.0010)  -0.0013
N (-3.1255, 3.5051, 1.5359)  0.1582
C (-3.9121, 3.1608, 2.7021)  -0.0085
C (-3.4011, 3.8605, 3.9380)  0.0020
C (-2.5710, 3.2015, 4.8333)  0.0004
C (-2.0528, 3.8678, 5.9325)  -0.0015
C (-2.3569, 5.2030, 6.1452)  0.0012
C (-3.2195, 5.8531, 5.2807)  0.0009
C (-3.7482, 5.1809, 4.1939)  0.0033
C (-2.3676, 2.6297, 0.8212)  0.2431
S (-1.9788, 1.0965, 1.4803)  0.0711
C (-2.0772, 4.5054, -2.4317)  -0.0256
C (-1.1874, 5.7121, -2.2740)  0.0064
C (0.1890, 5.5390, -2.2191)  0.0052
C (1.0249, 6.6189, -1.9987)  -0.0009
C (0.4902, 7.8850, -1.8260)  0.0021
C (-0.8806, 8.0680, -1.8876)  -0.0008
C (-1.7146, 6.9886, -2.1232)  0.0053
H (-4.5101, 4.1784, -0.6207)  0.0033
H (-3.6709, 5.7257, -0.9135)  0.0020
H (-4.0517, 5.3600, 1.5221)  0.0010
H (-2.3146, 5.3865, 1.1266)  0.0027
H (-3.8795, 2.0775, 2.8239)  0.0058
H (-4.9490, 3.4694, 2.5149)  -0.0059
H (-2.3438, 2.1594, 4.6587)  0.0047
H (-1.4253, 3.3391, 6.6339)  -0.0002
H (-1.9462, 5.7288, 6.9947)  0.0000
H (-3.4944, 6.8820, 5.4545)  -0.0002
H (-4.4550, 5.6872, 3.5539)  -0.0003
H (-2.9821, 4.7502, -2.9947)  0.0002
H (-1.5476, 3.7001, -2.9401)  0.0052
H (0.5987, 4.5488, -2.3560)  0.0021
H (2.0952, 6.4764, -1.9645)  0.0001
H (1.1399, 8.7296, -1.6508)  0.0000
H (-1.3020, 9.0535, -1.7550)  0.0000
H (-2.7801, 7.1563, -2.1968)  0.0011
S (1.3543, 1.0117, -5.3330)  0.0005
C (1.5180, 0.8376, -7.0295)  -0.0005
C (1.0078, -0.3391, -7.4813)  0.0004
C (0.4621, -1.1235, -6.4506)  -0.0003
C (0.5644, -0.5370, -5.2122)  -0.0011
C (0.0724, -1.0332, -3.9502)  0.0002
C (0.4786, -0.4641, -2.7362)  0.0137
N (-0.0088, -0.8281, -1.5524)  -0.0219
C (-0.9053, -1.8578, -1.5255)  0.0131
C (-1.3279, -2.5425, -2.6921)  -0.0149
C (-2.2193, -3.6497, -2.5363)  -0.0008
C (-2.6375, -4.0574, -1.3155)  -0.0010
C (-2.2494, -3.3664, -0.1251)  -0.0045
C (-2.6408, -3.7282, 1.1574)  0.0145
C (-2.1922, -2.9721, 2.2548)  -0.0040
C (-1.3976, -1.8507, 2.0012)  0.0381
N (-1.0137, -1.4753, 0.7884)  -0.0065
C (-1.4053, -2.2359, -0.2688)  -0.0003
C (-2.5028, -3.3204, 3.6183)  0.0002
C (-3.0399, -4.4796, 4.1201)  -0.0013
C (-3.1253, -4.4881, 5.5249)  0.0007
C (-2.6678, -3.3371, 6.0867)  -0.0015
S (-2.1225, -2.2151, 4.9137)  0.0015
C (-0.8526, -2.0902, -3.9134)  0.0106
H (1.9824, 1.6214, -7.5935)  0.0000
H (1.0160, -0.6360, -8.5143)  0.0000
H (0.0327, -2.0944, -6.6207)  0.0001
H (1.2158, 0.3380, -2.7364)  -0.0053
H (-2.5394, -4.1676, -3.4278)  0.0001
H (-3.2827, -4.9169, -1.2190)  0.0001
H (-3.2883, -4.5770, 1.3009)  0.0002
H (-1.0695, -1.2250, 2.8278)  -0.0006
H (-3.3482, -5.3100, 3.5108)  0.0000
H (-3.5012, -5.3181, 6.0963)  0.0000
H (-2.6086, -3.0718, 7.1238)  -0.0001
H (-1.1993, -2.5421, -4.8280)  0.0003
C (6.4965, 2.9937, 1.9311)  -0.0006
C (5.5062, 2.3539, 2.6604)  0.0008
C (4.3224, 1.9975, 2.0500)  0.0018
C (4.1154, 2.2642, 0.6990)  0.0030
C (5.0952, 2.9349, -0.0189)  0.0000
C (6.2827, 3.2985, 0.5983)  0.0010
P (2.6253, 1.5669, -0.1426)  0.0056
C (1.4257, 2.3060, 1.0650)  -0.0456
C (1.1083, 3.6248, 0.7210)  0.0318
C (0.4202, 4.4502, 1.5852)  -0.0021
C (0.0297, 3.9693, 2.8256)  0.0188
C (0.3252, 2.6649, 3.1806)  0.0029
C (1.0153, 1.8220, 2.3139)  0.0552
C (2.8529, -0.1394, 0.4894)  -0.0515
C (4.1236, -0.7101, 0.5206)  -0.0050
C (4.2726, -2.0023, 0.9845)  0.0031
C (3.1622, -2.7060, 1.4184)  -0.0064
C (1.8963, -2.1397, 1.3432)  -0.0046
C (1.6963, -0.8468, 0.8481)  0.0241
H (7.4299, 3.2552, 2.4060)  0.0000
H (5.6669, 2.1124, 3.6998)  0.0001
H (3.5653, 1.4810, 2.6196)  -0.0042
H (4.9393, 3.1528, -1.0662)  0.0000
H (7.0514, 3.8020, 0.0293)  0.0001
H (1.4407, 4.0054, -0.2354)  0.0058
H (0.2203, 5.4749, 1.3093)  0.0057
H (-0.4911, 4.6089, 3.5209)  0.0034
H (0.0498, 2.3046, 4.1603)  -0.0022
H (1.2931, 0.8235, 2.6670)  -0.0314
H (4.9807, -0.1407, 0.1902)  0.0001
H (5.2467, -2.4641, 1.0057)  0.0002
H (3.2900, -3.7099, 1.8010)  -0.0004
H (1.0554, -2.7350, 1.6891)  -0.0016

Forces on atoms 1 to 3 (eV/Å):
Ti -0.5184 3.7770 0.8968
S 0.1156 -0.2026 -0.2922
C 0.0493 0.2531 -0.4111

The calculation puts the relative energy (zero: lowest compared OMol25 entry of this formula, charge and spin) at 40.5 kcal per mole. The spin multiplicity is 3. The calculated total energy is -5162.85762 Ha. As for the charge: +1. The HOMO energy (alpha / beta) comes out at -8.543 / -10.055 eV. The value obtained for the HOMO-LUMO gap (alpha / beta) is 5.05 / 6.49 eV.

=====

5.
Molecular formula: C7H20BCl4NO2P
Method: DFT, ωB97M-V with the def2-TZVPD basis set

Last column: natural (NBO) charge in e.
Cartesian coordinates (Å):
C (3.2682, -0.7410, -1.0323)  -0.6406
C (1.9119, -0.2171, -1.6269)  0.0847
O (1.6115, 1.1090, -1.1477)  -0.7271
C (0.6971, -1.2053, -1.4460)  -0.0472
O (-0.2484, -0.7267, -0.5333)  -0.7202
B (-1.6084, -1.3441, -0.7402)  -0.1692
P (-2.8533, -0.0068, -1.4056)  1.0601
N (-4.0713, -0.7747, -2.1449)  -1.3744
H (3.7564, 0.0901, -0.4795)  0.2042
H (3.1739, -1.6561, -0.4161)  0.2101
H (3.9526, -0.9963, -1.8777)  0.1972
H (2.0682, -0.1160, -2.7279)  0.1429
H (1.8599, 1.7153, -1.8448)  0.4626
H (1.0743, -2.2240, -1.1646)  0.1381
H (0.2094, -1.3360, -2.4460)  0.1536
H (-1.9559, -1.7282, 0.3180)  -0.0423
H (-1.5905, -2.2571, -1.5306)  -0.0530
H (-2.1031, 0.8681, -2.2612)  -0.1081
H (-3.3935, 0.8024, -0.3545)  -0.0953
H (-4.9471, -0.5302, -1.6874)  0.3333
Cl (-2.5715, -2.6739, 3.7096)  -0.0670
C (-3.9087, -1.5473, 3.3657)  -0.3819
C (-4.8709, -2.0977, 2.3371)  -0.4118
Cl (-4.1353, -2.1954, 0.7195)  0.0093
H (-3.4776, -0.6012, 3.0419)  0.2268
H (-4.4309, -1.3813, 4.3094)  0.2025
H (-5.7372, -1.4390, 2.2544)  0.2083
H (-5.2238, -3.0913, 2.6136)  0.2073
Cl (5.9290, 2.5447, 1.4614)  -0.0685
C (4.5614, 3.6302, 1.1025)  -0.3838
C (3.6292, 3.0517, 0.0628)  -0.3931
Cl (4.3882, 2.9756, -1.5493)  -0.0782
H (4.9679, 4.5904, 0.7877)  0.2144
H (4.0210, 3.7775, 2.0375)  0.2220
H (2.7457, 3.6821, -0.0321)  0.2267
H (3.3016, 2.0495, 0.3273)  0.2575

Forces on atoms 1 to 3 (eV/Å):
C 0.0888 0.3120 -0.5878
C 0.3154 -0.4329 -0.4948
O -0.0354 -0.5816 0.1746

The calculated total energy is -2690.90364 Ha. As for the charge: -1. The HOMO energy comes out at -3.318 eV. The value obtained for the HOMO-LUMO gap is 5.79 eV.

=====

What did the third record say?
Molecular formula: C4H2BiO6
Method: DFT, ωB97M-V with the def2-TZVPD basis set

Last column: natural (NBO) charge in e.
Cartesian coordinates (Å):
O (-1.7680, 1.1712, 1.2614)  -0.6660
C (-0.6580, 1.1516, 0.7046)  0.9998
O (0.2181, 2.0210, 0.8794)  -0.6978
O (-0.4326, 0.0914, -0.1510)  -0.3986
Bi (-1.1408, 2.9307, 2.2385)  2.5126
H (1.5752, 0.1050, 0.3235)  0.2597
O (2.7430, -2.2250, -1.7094)  -0.2948
O (0.6737, -2.5389, -1.1294)  -0.2725
O (1.3190, -0.5284, -1.7999)  -0.4436
C (0.8000, -0.4267, -0.2526)  0.2826
C (0.8111, -1.9270, -0.0214)  0.4737
C (1.6647, -1.7535, -1.9739)  0.9676
H (0.5484, -2.4013, 0.9314)  0.2773

Forces on atoms 1 to 3 (eV/Å):
O -1.7129 0.4282 0.9043
C 1.5476 -4.9775 -4.4337
O 1.0406 1.4375 0.6834

The calculated total energy is -818.16624 Ha. As for the charge: +3. The HOMO energy (alpha / beta) comes out at -22.862 / -22.861 eV. The value obtained for the HOMO-LUMO gap (alpha / beta) is 5.14 / 5.14 eV.

=====

> Which of these has the lowest charge?

C7H20BCl4NO2P

=====

> The lowest calculated total energy belongs to which entry?

C56H44N4PS4Ti

=====

Please write out number 3 again, unchanged.
Molecular formula: C4H2BiO6
Method: DFT, ωB97M-V with the def2-TZVPD basis set

Last column: natural (NBO) charge in e.
Cartesian coordinates (Å):
O (-1.7680, 1.1712, 1.2614)  -0.6660
C (-0.6580, 1.1516, 0.7046)  0.9998
O (0.2181, 2.0210, 0.8794)  -0.6978
O (-0.4326, 0.0914, -0.1510)  -0.3986
Bi (-1.1408, 2.9307, 2.2385)  2.5126
H (1.5752, 0.1050, 0.3235)  0.2597
O (2.7430, -2.2250, -1.7094)  -0.2948
O (0.6737, -2.5389, -1.1294)  -0.2725
O (1.3190, -0.5284, -1.7999)  -0.4436
C (0.8000, -0.4267, -0.2526)  0.2826
C (0.8111, -1.9270, -0.0214)  0.4737
C (1.6647, -1.7535, -1.9739)  0.9676
H (0.5484, -2.4013, 0.9314)  0.2773

Forces on atoms 1 to 3 (eV/Å):
O -1.7129 0.4282 0.9043
C 1.5476 -4.9775 -4.4337
O 1.0406 1.4375 0.6834

The calculated total energy is -818.16624 Ha. As for the charge: +3. The HOMO energy (alpha / beta) comes out at -22.862 / -22.861 eV. The value obtained for the HOMO-LUMO gap (alpha / beta) is 5.14 / 5.14 eV.